one) Density functional theory data (ωB97M-V/def2-TZVPD) for the ion C3H8BrN2 with charge +1.

Properties
**LUMO level**: -3.20 eV
**Gap between HOMO and LUMO**: 11.545 eV
**Highest occupied orbital energy**: -14.742 eV
**SMILES**: NC[C@H]1[NH2+][C@@H]1Br

Geometry as ORCA input:
```
! wB97M-V def2-TZVPD RIJCOSX def2/J DEFGRID3
* xyz 1 1
N -0.918 -0.379 -0.716
C -0.757 0.140 0.644
C 0.725 0.494 0.784
N 1.427 -0.423 -0.075
C 1.420 0.969 -0.444
Br 3.112 1.914 -0.306
H -1.556 -1.138 -0.735
H -1.189 0.404 -1.250
H -0.895 -0.657 1.233
H -1.392 1.082 0.939
H 1.241 0.860 1.787
H 2.282 -0.881 0.179
H 0.762 -0.905 -0.826
H 1.020 1.288 -1.484
*
```

=====

two) Density functional theory data (ωB97M-V/def2-TZVPD) for a cluster of 2 separate species, C3H8BrN2 in total.

Properties
**LUMO level**: -3.54 eV
**Gap between HOMO and LUMO**: 11.123 eV
**Highest occupied orbital energy**: -14.660 eV

Geometry as ORCA input:
```
! wB97M-V def2-TZVPD RIJCOSX def2/J DEFGRID3
* xyz 1 1
C 0.563 -0.653 0.602
C -0.454 -0.659 -1.630
C 1.543 -1.839 2.600
N -0.028 -0.059 -0.348
N 1.189 -1.236 1.389
Br -1.088 3.155 -1.134
H -1.249 -0.151 -2.065
H 0.187 -0.545 -2.444
H -0.680 -1.690 -1.312
H 2.254 -1.173 3.134
H 2.019 -2.840 2.420
H 0.685 -1.839 3.283
H -0.312 1.012 -0.125
H -0.770 3.812 -2.353
*
```

=====

Name the most stable of them. two).

=====

one) Density functional theory data (ωB97M-V/def2-TZVPD) for a cluster of 15 separate species, H30O15 in total.

Properties
**LUMO level**: -0.66 eV
**Gap between HOMO and LUMO**: 9.500 eV
**Highest occupied orbital energy**: -10.164 eV

Geometry as ORCA input:
```
! wB97M-V def2-TZVPD RIJCOSX def2/J DEFGRID3
* xyz 0 1
H 0.134 -0.776 0.600
H -0.740 0.524 0.800
H -0.349 -0.099 -1.979
H -1.352 -1.097 -1.720
H -2.879 -1.096 3.263
H -1.679 -1.967 3.649
H 4.069 -0.214 2.561
H 4.485 -0.374 3.989
H -1.702 -3.557 -1.800
H -0.654 -3.555 -0.844
H -2.074 2.042 -1.626
H -1.250 3.145 -2.439
H 3.180 3.100 3.237
H 2.269 2.052 3.882
H 0.023 -2.975 -3.521
H 1.299 -2.440 -4.028
H 3.979 -1.320 -1.249
H 5.188 -1.829 -2.030
H -0.032 5.337 -1.521
H 0.118 4.323 -0.343
H 1.803 0.898 -0.926
H 3.113 1.078 -0.164
H 3.392 -1.442 0.570
H 2.403 -2.351 -0.139
H -5.209 -0.318 0.851
H -4.421 0.286 2.133
H -1.579 4.253 -1.174
H -2.936 4.850 -1.016
H -3.836 -2.273 0.889
H -4.964 -3.280 1.066
O -0.649 -0.445 0.939
O -0.988 -0.558 -2.503
O -2.625 -1.805 3.873
O 4.811 0.085 3.229
O -0.747 -3.522 -1.860
O -1.390 2.200 -2.347
O 2.401 2.557 3.024
O 0.902 -2.843 -3.236
O 4.330 -2.147 -1.589
O 0.521 4.644 -1.241
O 2.678 0.576 -0.870
O 2.446 -1.834 0.659
O -5.300 0.271 1.632
O -2.130 5.029 -1.433
O -4.060 -3.132 0.754
*
```

=====

two) Density functional theory data (ωB97M-V/def2-TZVPD) for a cluster of 15 separate species, H30O15 in total.

Properties
**LUMO level**: -0.21 eV
**Gap between HOMO and LUMO**: 9.815 eV
**Highest occupied orbital energy**: -10.025 eV

Geometry as ORCA input:
```
! wB97M-V def2-TZVPD RIJCOSX def2/J DEFGRID3
* xyz 0 1
O 0.936 1.385 -2.372
H 1.848 1.595 -2.330
H 0.712 1.189 -1.486
O -2.234 2.133 1.341
H -2.219 2.940 0.870
H -1.623 2.211 2.076
O 0.906 -1.147 -2.365
H 0.791 -0.203 -2.489
H 1.096 -1.443 -3.268
O -3.023 -0.737 -0.385
H -2.653 -0.958 -1.251
H -2.481 -1.318 0.121
O -1.037 -2.202 0.655
H -0.607 -2.930 0.271
H -1.387 -2.560 1.471
O -2.575 2.035 -1.595
H -2.553 1.488 -2.388
H -2.614 1.333 -0.912
O -1.848 -1.361 -2.593
H -1.975 -2.318 -2.811
H -0.948 -1.284 -2.263
O -2.018 -0.426 3.341
H -1.424 -0.539 4.087
H -1.513 0.180 2.751
O 0.605 -3.708 -0.668
H 0.857 -4.103 -1.500
H 1.217 -2.999 -0.415
O 2.320 -0.627 1.908
H 3.165 -0.196 1.891
H 2.322 -1.078 1.064
O 0.774 3.570 1.259
H 1.088 4.449 1.397
H 0.229 3.615 0.461
O 0.272 1.112 2.684
H 0.614 0.269 2.437
H 0.648 1.825 2.209
O 2.647 -1.680 -0.516
H 2.123 -1.435 -1.310
H 3.533 -1.634 -0.833
O 2.585 1.831 0.133
H 2.119 1.042 0.290
H 1.964 2.503 0.437
O 0.096 0.131 -0.038
H -0.321 -0.674 0.195
H -0.414 0.721 0.440
*
```

=====

three) Density functional theory data (ωB97M-V/def2-TZVPD) for a cluster of 15 separate species, H30O15 in total.

Properties
**LUMO level**: -0.47 eV
**Gap between HOMO and LUMO**: 8.715 eV
**Highest occupied orbital energy**: -9.189 eV

Geometry as ORCA input:
```
! wB97M-V def2-TZVPD RIJCOSX def2/J DEFGRID3
* xyz 0 1
O 16.269 43.104 3.188
H 16.043 43.268 4.131
H 15.638 42.533 2.921
O 18.524 45.731 -0.336
H 19.361 46.097 -0.244
H 18.568 45.372 0.570
O 18.383 44.408 1.741
H 17.676 43.984 2.160
H 18.954 43.702 1.199
O 15.245 49.899 2.237
H 15.826 50.539 2.207
H 15.408 49.202 1.606
O 18.157 46.164 4.099
H 19.022 46.381 4.736
H 18.460 45.489 3.469
O 16.437 44.293 5.503
H 15.555 44.593 5.280
H 17.101 44.718 5.095
O 15.853 46.417 2.304
H 15.254 46.806 3.029
H 16.707 46.038 2.746
O 15.745 49.239 4.854
H 15.692 49.452 3.916
H 15.135 48.306 4.873
O 14.896 47.995 0.704
H 15.010 47.147 0.178
H 15.063 48.733 0.327
O 14.211 47.285 4.285
H 13.521 47.462 3.683
H 13.841 46.579 4.770
O 12.717 47.878 2.173
H 13.264 48.044 1.351
H 12.141 47.235 1.729
O 15.505 46.252 -0.718
H 15.280 45.447 -0.227
H 16.342 46.294 -0.611
O 19.966 48.088 2.408
H 19.070 47.740 2.093
H 19.824 48.388 3.285
O 17.539 47.993 1.119
H 17.458 47.664 0.192
H 16.718 47.782 1.578
O 14.443 44.528 0.879
H 15.009 44.946 1.517
H 14.307 43.785 1.362
*
```

=====

Name the most stable of them. two).

=====

one) Density functional theory data (ωB97M-V/def2-TZVPD) for a cluster of 15 separate species, H30O15 in total.

Properties
**LUMO level**: -0.68 eV
**Gap between HOMO and LUMO**: 8.711 eV
**Highest occupied orbital energy**: -9.387 eV

Geometry as ORCA input:
```
! wB97M-V def2-TZVPD RIJCOSX def2/J DEFGRID3
* xyz 0 1
O -0.231 3.044 -0.529
H -0.172 2.535 0.314
H -0.852 3.753 -0.318
O 2.188 0.150 -1.407
H 2.984 -0.295 -1.650
H 2.428 0.958 -0.938
O 0.142 -1.536 2.810
H 0.427 -1.861 3.654
H 0.875 -1.689 2.243
O -2.022 0.570 3.237
H -1.437 1.302 3.189
H -1.334 -0.083 3.357
O -0.258 -0.878 -2.853
H -0.621 -1.291 -3.627
H -0.342 0.063 -3.061
O 2.179 0.562 -4.047
H 1.970 0.166 -3.216
H 1.811 1.471 -3.949
O -0.271 -2.734 -0.548
H -0.323 -1.787 -0.447
H -0.342 -2.974 0.367
O 2.439 0.922 2.901
H 3.360 0.722 3.061
H 1.918 0.128 3.175
O 2.609 -2.473 0.207
H 2.789 -3.417 0.250
H 2.158 -2.517 -0.665
O -2.467 1.036 0.302
H -2.622 0.903 1.230
H -1.584 0.671 0.085
O 0.011 2.331 2.250
H 0.209 3.181 2.582
H 0.915 1.861 2.388
O -2.756 -1.208 -1.758
H -1.833 -1.199 -1.915
H -3.162 -1.180 -2.617
O -0.885 1.799 -2.898
H -1.829 1.785 -2.750
H -0.527 2.042 -2.069
O -0.139 0.030 -0.083
H 0.191 0.114 0.791
H 0.722 0.038 -0.565
O -2.354 -1.804 1.407
H -1.474 -1.577 1.695
H -2.497 -1.649 0.433
*
```

=====

two) Density functional theory data (ωB97M-V/def2-TZVPD) for a cluster of 15 separate species, H30O15 in total.

Properties
**LUMO level**: -0.07 eV
**Gap between HOMO and LUMO**: 10.705 eV
**Highest occupied orbital energy**: -10.776 eV

Geometry as ORCA input:
```
! wB97M-V def2-TZVPD RIJCOSX def2/J DEFGRID3
* xyz 0 1
O -2.631 0.472 -2.689
H -2.953 0.121 -1.850
H -2.407 1.403 -2.533
O -2.580 -2.158 -0.610
H -3.223 -2.725 -0.182
H -1.662 -2.516 -0.623
O -2.333 3.323 -1.499
H -2.482 3.908 -0.749
H -1.495 3.664 -1.865
O -1.182 0.758 2.883
H -1.686 -0.089 2.689
H -1.603 1.472 2.403
O 2.662 -2.007 -0.131
H 2.968 -2.523 -0.879
H 2.248 -1.112 -0.457
O -0.935 1.065 0.109
H -0.754 1.923 -0.295
H -1.616 0.683 -0.454
O 1.313 1.017 2.175
H 1.407 1.939 2.432
H 0.348 0.830 2.373
O 0.216 -0.684 -2.634
H 0.103 -0.242 -3.481
H -0.665 -0.656 -2.238
O -0.186 -3.450 -0.495
H 0.631 -2.993 -0.738
H -0.136 -3.523 0.468
O 1.802 0.235 -0.415
H 1.675 0.436 0.540
H 0.919 0.069 -0.772
O -1.690 -1.514 1.883
H -0.890 -2.110 2.028
H -1.988 -1.687 0.972
O 2.515 -1.582 2.506
H 2.590 -0.659 2.788
H 2.746 -1.515 1.555
O 2.493 2.699 -1.457
H 2.233 1.768 -1.414
H 3.078 2.915 -0.729
O 0.220 4.442 -2.317
H 0.956 4.392 -1.704
H 0.324 3.919 -3.113
O 0.364 -3.004 2.640
H 0.326 -2.515 3.476
H 1.100 -2.444 2.253
*
```

=====

three) Density functional theory data (ωB97M-V/def2-TZVPD) for a cluster of 15 separate species, H30O15 in total.

Properties
**LUMO level**: -0.49 eV
**Gap between HOMO and LUMO**: 10.192 eV
**Highest occupied orbital energy**: -10.678 eV

Geometry as ORCA input:
```
! wB97M-V def2-TZVPD RIJCOSX def2/J DEFGRID3
* xyz 0 1
H -0.467 -0.385 0.250
H -0.426 -0.226 -1.197
H -3.813 4.271 0.707
H -3.016 3.184 -0.063
H -1.038 -0.317 -5.636
H -0.137 -0.028 -6.676
H 2.224 -2.879 -2.750
H 1.538 -4.118 -2.993
H 3.458 -1.071 1.258
H 2.971 -1.537 2.706
H -3.059 1.341 4.105
H -1.903 1.462 3.042
H -1.398 -3.736 3.458
H -2.068 -3.325 2.238
H 1.188 -0.133 -2.856
H 1.944 1.120 -2.872
H 2.534 0.749 -0.618
H 2.857 -0.361 -1.687
H -1.897 -1.639 2.393
H -0.652 -1.422 3.222
H 0.864 4.121 0.915
H 1.243 2.665 0.959
H -2.467 -0.271 1.614
H -3.906 -0.076 2.366
H -2.215 -2.006 -2.956
H -0.889 -1.498 -2.453
H 1.061 2.813 -1.520
H 2.473 2.723 -2.242
H 1.919 -0.483 3.446
H 1.852 0.992 3.705
O -0.943 0.050 -0.431
O -3.143 3.599 0.771
O -0.076 -0.323 -5.781
O 2.167 -3.575 -3.381
O 3.552 -1.686 2.017
O -2.290 1.777 3.897
O -2.118 -3.227 3.201
O 1.498 0.550 -3.477
O 2.603 -0.147 -0.746
O -0.941 -1.572 2.295
O 0.923 3.357 1.533
O -3.363 -0.625 1.684
O -1.766 -1.218 -2.724
O 1.525 2.709 -2.395
O 2.527 0.340 3.553
*
```

=====

four) Density functional theory data (ωB97M-V/def2-TZVPD) for a cluster of 15 separate species, H30O15 in total.

Properties
**LUMO level**: -0.63 eV
**Gap between HOMO and LUMO**: 8.832 eV
**Highest occupied orbital energy**: -9.460 eV

Geometry as ORCA input:
```
! wB97M-V def2-TZVPD RIJCOSX def2/J DEFGRID3
* xyz 0 1
H -0.139 -0.914 0.526
H 0.668 -0.582 -0.718
H -0.450 -2.058 2.575
H -1.569 -2.360 1.591
H 2.842 -3.051 -1.544
H 2.473 -1.623 -1.176
H 4.051 -1.512 0.949
H 5.018 -2.211 0.007
H 1.585 -0.398 1.225
H 2.634 -0.890 0.241
H -4.333 -1.414 1.649
H -2.841 -1.129 1.585
H 0.127 -0.031 -3.421
H -1.236 -0.697 -3.500
H 2.404 3.017 -2.344
H 2.076 1.533 -2.367
H -1.450 2.467 -2.109
H -0.256 3.327 -1.728
H -0.101 1.960 2.310
H 1.073 2.923 2.367
H 0.413 -4.176 -1.138
H 1.039 -3.389 0.001
H -3.479 0.803 -1.603
H -2.167 0.042 -1.703
H 0.841 -0.332 3.275
H 1.546 0.888 3.845
H -3.727 2.846 0.048
H -4.214 1.478 0.497
H -1.492 3.035 1.232
H -1.851 1.874 0.319
O 0.051 -0.195 -0.087
O -0.814 -2.766 2.032
O 2.989 -2.136 -1.808
O 4.844 -1.359 0.424
O 2.212 -1.115 1.078
O -3.526 -1.466 2.174
O -0.663 -0.082 -3.971
O 1.725 2.392 -2.624
O -0.619 2.810 -2.456
O 0.197 2.815 1.980
O 0.212 -3.500 -0.481
O -2.554 0.913 -1.851
O 1.172 0.037 4.101
O -3.614 1.905 -0.125
O -1.097 2.319 0.722
*
```

=====

Name the most stable of them. two).

=====

one) Density functional theory data (ωB97M-V/def2-TZVPD) for a cluster of 4 separate species, CH10NO2 in total.

Properties
**LUMO level**: -11.50 eV
**Gap between HOMO and LUMO**: 4.225 eV
**Highest occupied orbital energy**: -15.729 eV

Geometry as ORCA input:
```
! wB97M-V def2-TZVPD RIJCOSX def2/J DEFGRID3
* xyz 1 1
C -2.786 0.658 -0.180
N 2.334 -0.138 0.583
H -2.477 0.184 0.753
H -3.199 -0.084 -0.859
H -3.547 1.400 0.038
H -1.888 1.087 -0.637
H 3.234 0.048 0.083
H 2.721 -0.345 1.527
H 1.543 -1.314 0.383
H 0.961 -2.877 0.028
O 0.744 -1.934 0.186
H 0.994 0.559 -0.082
H 0.947 1.576 -1.266
O 0.421 1.181 -0.557
*
```

=====

two) Density functional theory data (ωB97M-V/def2-TZVPD) for a cluster of 3 separate species, CH10NO2 in total.

Properties
**LUMO level**: -3.40 eV
**Gap between HOMO and LUMO**: 12.327 eV
**Highest occupied orbital energy**: -15.727 eV

Geometry as ORCA input:
```
! wB97M-V def2-TZVPD RIJCOSX def2/J DEFGRID3
* xyz 1 1
C -1.649 -0.927 1.166
N -0.650 -0.017 0.494
H -1.359 -1.930 1.556
H -2.029 -0.393 2.163
H -2.513 -1.152 0.510
H -0.848 0.825 0.009
H -0.388 -0.700 -0.188
H 0.227 0.086 1.151
H 2.134 1.224 -0.513
H 3.109 0.696 0.608
O 2.181 0.790 0.311
H 1.303 0.032 -2.380
H 0.000 0.953 -2.834
O 0.481 0.514 -2.051
*
```

=====

Name the most stable of them. two).

=====

one) Density functional theory data (ωB97M-V/def2-TZVPD) for an isolated molecule of C21H19NO4.

Properties
**LUMO level**: -0.18 eV
**Gap between HOMO and LUMO**: 8.594 eV
**Highest occupied orbital energy**: -8.777 eV
**SMILES**: CCOc1cccc2cc(C(=O)N3CCc4ccccc4C3)c(=O)oc12

Geometry as ORCA input:
```
! wB97M-V def2-TZVPD RIJCOSX def2/J DEFGRID3
* xyz 0 1
C -5.742 -2.999 1.445
C -5.658 -1.899 0.399
O -4.372 -1.315 0.501
C -4.045 -0.295 -0.318
C -4.855 0.254 -1.299
C -4.407 1.311 -2.090
C -3.150 1.836 -1.920
C -2.305 1.306 -0.937
C -0.985 1.795 -0.683
C -0.204 1.228 0.263
C 1.134 1.824 0.601
O 1.207 2.999 0.921
N 2.207 1.021 0.520
C 3.487 1.561 0.944
C 4.404 0.444 1.433
C 4.613 -0.503 0.293
C 5.852 -0.983 -0.098
C 5.958 -1.823 -1.193
C 4.826 -2.174 -1.910
C 3.586 -1.689 -1.530
C 3.474 -0.856 -0.428
C 2.147 -0.357 0.063
C -0.717 0.137 1.095
O -0.109 -0.401 1.989
O -1.979 -0.297 0.827
C -2.752 0.246 -0.140
H -6.718 -3.475 1.405
H -5.587 -2.579 2.435
H -4.972 -3.743 1.262
H -5.802 -2.317 -0.607
H -6.431 -1.140 0.580
H -5.849 -0.132 -1.462
H -5.066 1.714 -2.843
H -2.800 2.655 -2.528
H -0.615 2.628 -1.264
H 3.288 2.295 1.728
H 3.962 2.083 0.102
H 5.349 0.862 1.780
H 3.925 -0.073 2.269
H 6.734 -0.702 0.459
H 6.924 -2.200 -1.492
H 4.909 -2.824 -2.768
H 2.702 -1.962 -2.089
H 1.824 -0.997 0.898
H 1.397 -0.439 -0.730
*
```

=====

two) Density functional theory data (ωB97M-V/def2-TZVPD) for an isolated molecule of C21H19NO4.

Properties
**LUMO level**: 0.56 eV
**Gap between HOMO and LUMO**: 9.163 eV
**Highest occupied orbital energy**: -8.601 eV
**SMILES**: O=C(O)C[C@@H](NC(=O)C(c1ccccc1)c1ccccc1)c1ccco1

Geometry as ORCA input:
```
! wB97M-V def2-TZVPD RIJCOSX def2/J DEFGRID3
* xyz 0 1
O -4.730 -2.729 -0.809
C -4.270 -2.084 0.091
O -5.033 -1.313 0.880
C -2.816 -2.063 0.492
C -2.364 -0.675 0.951
N -0.963 -0.689 1.378
C 0.049 -0.974 0.510
O -0.100 -1.585 -0.521
C 1.386 -0.372 0.965
C 2.563 -1.056 0.309
C 2.625 -2.444 0.312
C 3.694 -3.101 -0.268
C 4.722 -2.378 -0.849
C 4.675 -0.996 -0.842
C 3.601 -0.337 -0.267
C 1.236 1.090 0.617
C 1.253 2.070 1.599
C 1.048 3.399 1.267
C 0.814 3.758 -0.049
C 0.792 2.784 -1.034
C 1.000 1.458 -0.705
C -2.531 0.349 -0.133
C -2.717 0.256 -1.479
C -2.713 1.586 -1.968
C -2.517 2.384 -0.887
O -2.404 1.648 0.231
H -5.959 -1.361 0.595
H -2.684 -2.770 1.314
H -2.207 -2.398 -0.347
H -2.953 -0.368 1.822
H -0.746 -0.038 2.117
H 1.478 -0.487 2.052
H 1.826 -3.013 0.764
H 3.726 -4.181 -0.266
H 5.558 -2.891 -1.303
H 5.475 -0.423 -1.288
H 3.576 0.743 -0.266
H 1.435 1.797 2.630
H 1.067 4.154 2.040
H 0.649 4.793 -0.306
H 0.604 3.057 -2.062
H 0.974 0.694 -1.468
H -2.842 -0.638 -2.053
H -2.838 1.895 -2.986
H -2.440 3.448 -0.780
*
```

=====

Name the most stable of them. two).